[1]
C2H4N2OS | ωB97M-V/def2-TZVPD

Geometry as XYZ:
```
10
Properties=species:S:1:pos:R:3:mulliken_charge:R:1
C 1.334 0.275 0.274 0.0203
N 1.080 -0.375 1.332 -0.3762
S -0.471 -1.231 1.366 -0.0399
C -1.333 -0.235 0.158 -0.2827
O -0.604 -0.188 -0.989 -0.2380
N 0.601 0.557 -0.951 -0.2753
H 2.259 0.829 0.312 0.3776
H -1.598 0.786 0.527 0.2768
H -2.330 -0.691 -0.189 0.2548
H 1.063 0.273 -1.840 0.2827
```

Output
multiplicity: 1
relative energy (zero: lowest compared OMol25 entry of this formula, charge and spin): 386.12 kJ/mol
structure (SMILES): C1=NSCON1
E_HOMO: -8.44 eV
electronic energy: -661.4385 Ha
gap between HOMO and LUMO: 9.226 eV
strongest force on any atom: 2.66 eV/Å

---

[2]
C34H32N4O4RuS4 | ωB97M-V/def2-TZVPD

Geometry as XYZ:
```
79
Properties=species:S:1:pos:R:3:mulliken_charge:R:1
Ru 0.881 -0.413 -1.345 1.1520
C 5.850 -5.063 -4.149 -1.4534
C 5.158 -3.735 -4.090 0.8693
C 4.668 -3.128 -5.245 -0.8044
C 4.013 -1.911 -5.190 -0.3908
C 3.860 -1.292 -3.954 0.2260
C 4.354 -1.867 -2.782 -0.5639
C 4.996 -3.084 -2.861 -0.7445
S 2.969 0.190 -3.848 1.1530
O 3.408 0.988 -2.744 -0.6920
O 2.721 0.739 -5.139 -0.6614
N 1.441 -0.377 -3.295 -0.0916
C 0.811 -1.428 -4.025 -0.5451
C 0.783 -2.668 -3.060 0.6911
O 0.835 -3.780 -3.459 -0.5216
O 0.651 -2.293 -1.780 -0.6796
H 6.016 -5.383 -5.175 0.3689
H 5.249 -5.823 -3.647 0.3261
H 6.813 -5.019 -3.639 0.3792
H 4.806 -3.615 -6.202 0.3718
H 3.645 -1.431 -6.088 0.5612
H 4.261 -1.347 -1.836 0.4636
H 5.396 -3.539 -1.964 0.4446
H 1.298 -1.673 -4.966 0.3859
H -0.246 -1.201 -4.199 0.3699
S 1.109 -0.860 0.925 -0.1325
C 1.031 0.666 1.685 0.9526
N 1.171 0.837 2.964 0.1604
C 1.015 2.183 3.539 -0.8854
C -0.111 2.886 2.830 -0.5226
N 0.154 2.885 1.381 0.0192
C -0.473 3.983 0.612 -1.2984
C -1.973 3.887 0.766 0.7341
C -2.620 2.673 0.545 0.2629
C -3.994 2.579 0.696 -0.8517
C -4.731 3.702 1.055 -0.5563
C -4.090 4.913 1.267 -0.6962
C -2.710 5.004 1.133 -0.6252
C 0.754 1.870 0.826 0.2705
S 1.267 1.841 -0.802 -0.5817
C 1.413 -0.261 3.930 -1.3916
C 0.193 -0.459 4.793 0.6789
C 0.272 -0.266 6.166 -0.2908
C -0.855 -0.441 6.959 -0.6366
C -2.062 -0.798 6.378 -0.4655
C -2.145 -0.988 5.003 -0.7943
C -1.020 -0.822 4.212 -0.1235
H 1.963 2.718 3.448 0.3374
H 0.772 2.062 4.592 0.4747
H -0.180 3.923 3.152 0.5291
H -1.072 2.402 3.019 0.3733
H -0.154 3.893 -0.423 0.4542
H -0.092 4.925 1.006 0.4888
H -2.053 1.790 0.260 0.2661
H -4.490 1.630 0.537 0.4916
H -5.804 3.631 1.172 0.4387
H -4.661 5.788 1.546 0.4115
H -2.213 5.950 1.307 0.4212
H 2.273 0.041 4.530 0.4222
H 1.680 -1.152 3.369 0.5455
H 1.217 0.006 6.624 0.4128
H -0.787 -0.300 8.029 0.4066
H -2.939 -0.935 6.996 0.4079
H -3.085 -1.278 4.553 0.4525
H -1.086 -0.993 3.142 0.4713
S -3.269 1.245 -2.930 -0.1319
C -1.607 1.018 -2.666 -0.6947
N -1.278 0.032 -1.876 1.1845
C -2.408 -0.641 -1.410 -0.6365
C -2.423 -1.756 -0.569 -0.7075
C -3.645 -2.286 -0.219 -0.9018
C -4.844 -1.730 -0.691 -0.5349
C -4.841 -0.637 -1.531 -0.5780
C -3.605 -0.097 -1.886 1.0767
H -0.873 1.660 -3.134 0.3859
H -1.499 -2.209 -0.233 0.4893
H -3.683 -3.159 0.418 0.4696
H -5.785 -2.177 -0.405 0.4436
H -5.764 -0.221 -1.911 0.4895
```

Output
multiplicity: 5
relative energy (zero: lowest compared OMol25 entry of this formula, charge and spin): 0.00 kJ/mol
E_HOMO (alpha / beta): -14.05 / -14.05 eV
electronic energy: -3521.9212 Ha
total charge: +2
gap between HOMO and LUMO (alpha / beta): 6.840 / 5.726 eV
strongest force on any atom: 0.15 eV/Å

---

[3]
C20H31As2FeS3Sb | ωB97M-V/def2-TZVPD

Geometry as XYZ:
```
58
Properties=species:S:1:pos:R:3:mulliken_charge:R:1
Fe -0.586 0.196 -1.679 1.0734
C -2.058 1.728 -0.445 1.3960
C -2.284 1.997 -1.812 0.8436
C -2.772 0.819 -2.423 0.2981
C -2.881 -0.187 -1.427 0.5657
C -2.420 0.367 -0.197 0.4516
C -2.553 -0.283 1.152 -1.4809
C -3.467 -1.550 -1.629 -1.6825
C -3.117 0.664 -3.871 -1.6593
C -2.033 3.297 -2.510 -1.8213
C -1.676 2.771 0.566 -2.0762
H -2.672 0.471 1.930 0.3830
H -1.685 -0.877 1.432 -0.0775
H -3.432 -0.931 1.173 0.4564
H -3.200 -2.222 -0.811 0.3916
H -3.093 -1.998 -2.551 0.3416
H -4.559 -1.501 -1.685 0.3140
H -4.161 0.936 -4.063 0.3178
H -2.961 -0.364 -4.196 0.3071
H -2.487 1.303 -4.492 0.3262
H -1.494 3.135 -3.443 0.4240
H -1.415 3.956 -1.901 0.3829
H -2.972 3.814 -2.736 0.3037
H -1.956 2.462 1.574 0.3325
H -2.192 3.707 0.343 0.5111
H -0.606 2.988 0.571 0.1858
C 2.381 -2.581 -1.236 -1.3758
As 1.183 -1.557 -0.107 0.8593
C 0.055 -3.056 0.465 -1.2746
C 2.335 -1.487 1.516 -0.2724
C 3.286 -2.476 1.749 -0.4825
C 4.083 -2.459 2.886 -0.8330
C 3.942 -1.438 3.810 -0.6145
C 3.009 -0.435 3.584 -0.4099
C 2.207 -0.444 2.447 0.2894
As 0.910 0.975 2.065 0.6417
C 0.949 1.920 3.782 -1.4512
C 2.172 2.101 1.073 -0.9999
H 2.574 -3.561 -0.800 0.4040
H 3.307 -2.034 -1.395 0.3479
H 1.902 -2.704 -2.202 0.4629
H 0.674 -3.887 0.804 0.5113
H -0.529 -3.363 -0.404 0.3516
H -0.616 -2.763 1.268 0.3882
H 3.417 -3.279 1.037 0.2040
H 4.814 -3.243 3.044 0.3805
H 4.560 -1.413 4.700 0.3736
H 2.915 0.366 4.307 0.2314
H 0.629 1.236 4.568 0.3986
H 0.234 2.741 3.729 0.3543
H 1.930 2.328 4.024 0.4009
H 3.005 2.414 1.704 0.3854
H 1.677 2.979 0.659 0.3932
H 2.549 1.520 0.231 0.2842
S 3.355 -0.961 -4.148 -0.7167
Sb 1.251 -0.113 -4.359 0.2464
S -0.398 -1.577 -3.145 -0.7051
S 0.971 1.557 -2.526 -0.5818
```

Output
multiplicity: 6
relative energy (zero: lowest compared OMol25 entry of this formula, charge and spin): 20.71 kJ/mol
E_HOMO (alpha / beta): -3.75 / -3.87 eV
electronic energy: -7950.8749 Ha
total charge: -1
gap between HOMO and LUMO (alpha / beta): 6.339 / 6.423 eV
strongest force on any atom: 0.45 eV/Å

---

[4]
C20H60N4O8 | ωB97M-V/def2-TZVPD

Geometry as XYZ:
```
92
Properties=species:S:1:pos:R:3:mulliken_charge:R:1
C -0.304 3.420 2.098 -1.1578
O -1.055 2.246 1.875 0.2595
C -1.982 1.995 2.915 -1.1499
C -2.371 0.522 2.884 0.8584
C -2.907 0.062 1.533 -0.6575
N -3.337 0.295 3.967 -0.8102
H 0.244 3.671 1.192 0.2939
H 0.365 3.225 2.942 0.2865
H -0.862 4.322 2.380 0.3703
H -1.541 2.312 3.869 0.3749
H -2.855 2.663 2.847 0.2606
H -1.501 -0.071 3.167 0.1002
H -3.158 -1.000 1.631 0.4530
H -2.121 0.015 0.776 -0.1722
H -3.821 0.575 1.235 0.1996
H -4.276 0.536 3.656 0.2699
H -3.437 -0.687 4.201 0.2899
C -2.287 3.700 -0.472 -0.2702
O -3.370 3.746 -1.389 -0.4273
C -4.304 2.751 -1.129 -0.2211
C -5.479 2.793 -2.115 0.3974
C -6.400 3.959 -1.791 -1.4655
N -6.251 1.518 -2.013 -0.7576
H -1.879 2.689 -0.516 -0.0068
H -2.699 3.911 0.523 0.2842
H -1.541 4.466 -0.672 0.2621
H -3.861 1.742 -1.170 -0.0005
H -4.739 2.812 -0.116 0.2073
H -5.041 2.911 -3.108 0.3497
H -5.908 4.923 -1.922 0.3113
H -6.706 3.885 -0.744 0.3135
H -7.304 3.956 -2.399 0.3843
H -5.552 0.823 -2.290 0.3122
H -6.321 1.326 -1.010 0.3118
C 2.006 1.090 3.174 -0.4773
O 2.679 -0.035 3.702 -0.3977
C 3.610 -0.525 2.772 0.1607
C 4.235 -1.818 3.239 0.0749
C 5.391 -2.181 2.299 -1.1185
N 3.280 -2.926 3.150 -0.7009
H 1.604 0.825 2.194 0.1273
H 2.728 1.913 3.101 0.2955
H 1.207 1.390 3.848 0.2711
H 3.156 -0.665 1.778 -0.2512
H 4.371 0.255 2.573 0.3755
H 4.655 -1.654 4.234 0.3429
H 5.007 -2.211 1.273 0.0165
H 5.864 -3.123 2.555 0.3480
H 6.139 -1.381 2.289 0.4099
H 2.419 -2.638 3.614 0.3291
H 3.022 -3.066 2.179 0.1786
C 3.183 -1.419 -0.969 -1.0076
O 2.465 -2.547 -0.498 0.1262
C 2.870 -3.726 -1.159 -1.2725
C 2.270 -4.991 -0.546 0.8390
C 2.240 -5.063 0.967 -1.2723
N 2.981 -6.151 -1.058 -0.7117
H 2.610 -0.522 -0.732 -0.0008
H 3.302 -1.422 -2.058 0.4673
H 4.163 -1.407 -0.486 0.3120
H 2.593 -3.698 -2.220 0.3824
H 3.966 -3.782 -1.153 0.4950
H 1.231 -4.976 -0.904 0.1046
H 3.172 -5.120 1.527 0.3637
H 1.595 -5.890 1.272 0.4281
H 1.733 -4.170 1.355 0.1497
H 2.581 -7.053 -0.844 0.2543
H 3.092 -6.157 -2.068 0.2174
C -1.072 -1.328 -2.375 -1.0250
C -1.597 -0.214 -3.242 -0.0448
O -1.198 1.056 -2.693 -0.6480
H -1.511 -1.306 -1.375 0.1010
H 0.010 -1.270 -2.239 0.0860
H -1.315 -2.302 -2.798 0.4659
H -2.688 -0.260 -3.296 0.3167
H -1.204 -0.293 -4.258 0.3701
H -1.424 1.763 -3.305 0.2529
C 1.435 1.772 -4.822 -1.2216
C 1.974 1.550 -3.428 0.7906
O 3.405 1.528 -3.540 -0.5749
H 0.355 1.598 -4.827 0.2282
H 1.878 1.151 -5.598 0.3478
H 1.550 2.805 -5.155 0.3321
H 1.594 0.628 -2.977 -0.2943
H 1.693 2.336 -2.719 0.1203
H 3.767 1.313 -2.674 0.3056
O 0.601 -1.617 1.327 -0.6004
H 0.423 -0.704 1.014 0.1199
H 1.139 -2.018 0.614 0.4932
O 0.112 0.690 -0.206 0.2998
H -0.419 0.639 -1.024 0.0909
H -0.369 1.314 0.364 -0.2249
```

Output
multiplicity: 1
relative energy (zero: lowest compared OMol25 entry of this formula, charge and spin): 27.58 kJ/mol
structure (SMILES): COC[C@H](C)N.COC[C@H](C)N.COC[C@H](C)N.COC[C@H](C)N.CCO.CCO.O.O
E_HOMO: -8.79 eV
electronic energy: -1618.8532 Ha
gap between HOMO and LUMO: 9.195 eV
strongest force on any atom: 1.35 eV/Å

---

[5]
C15H18O3 | ωB97M-V/def2-TZVPD

Geometry as XYZ:
```
36
Properties=species:S:1:pos:R:3:mulliken_charge:R:1
C -0.016 -2.044 -2.989 -1.6105
C 0.139 -1.762 -1.480 0.7391
C -0.345 -2.984 -0.648 -1.5935
C -0.508 -0.441 -1.035 0.0139
C -2.063 -0.589 -0.847 -0.9179
C -2.758 0.714 -0.424 0.4533
O -3.964 0.901 -0.650 -0.6537
C -1.980 1.642 0.365 -0.5130
C -2.207 2.851 0.980 -0.9335
O -1.083 3.335 1.652 -0.4401
C -0.093 2.442 1.383 0.2948
C -0.595 1.383 0.686 0.8511
C 0.175 0.162 0.263 0.8137
C 1.668 0.532 0.111 -1.2712
C 2.227 1.327 1.308 0.3373
C 2.336 0.424 2.549 -1.5437
C 1.323 2.541 1.728 -0.0211
O 1.701 3.404 2.499 -0.6133
H 0.442 -3.003 -3.241 0.4336
H 0.455 -1.293 -3.620 0.4115
H -1.083 -2.056 -3.264 0.2859
H 1.249 -1.712 -1.322 0.1628
H 0.352 -3.836 -0.701 0.4279
H -0.315 -2.687 0.410 0.3716
H -1.357 -3.290 -0.931 0.3173
H -0.347 0.263 -1.827 0.5509
H -2.237 -1.253 -0.059 0.4216
H -2.551 -0.948 -1.759 0.3362
H -3.106 3.406 0.922 0.5682
H 0.120 -0.598 1.056 0.0649
H 2.279 -0.367 0.017 0.3485
H 1.809 1.152 -0.816 0.3087
H 3.231 1.678 1.039 0.4762
H 2.745 -0.561 2.338 0.3721
H 3.003 0.927 3.270 0.3744
H 1.352 0.342 3.034 0.3762
```

Output
multiplicity: 1
relative energy (zero: lowest compared OMol25 entry of this formula, charge and spin): 87.20 kJ/mol
structure (SMILES): CC(C)[C@H]1CC(=O)c2coc3c2[C@@H]1C[C@H](C)C3=O
E_HOMO: -9.35 eV
electronic energy: -808.0836 Ha
gap between HOMO and LUMO: 9.253 eV
strongest force on any atom: 2.93 eV/Å

---

[6]
C35H70BN7O5P | ωB97M-V/def2-TZVPD

Geometry as XYZ:
```
119
Properties=species:S:1:pos:R:3:mulliken_charge:R:1
C 5.226 -2.472 -2.267 -1.1422
C 5.652 -1.090 -1.737 -0.4113
C 4.525 -0.058 -1.824 -0.1461
O 4.742 1.009 -0.898 -0.3253
C 3.899 0.947 0.219 -1.5152
C 2.440 1.202 -0.118 0.4187
C 1.503 0.228 0.206 -0.8372
B 1.781 -1.156 0.913 0.9965
N 1.705 -1.260 2.367 -0.5729
O 2.049 -2.250 0.145 -0.6453
C 0.193 0.529 -0.099 0.4480
N -0.880 -0.343 0.159 -0.1416
C 0.002 1.782 -0.728 0.6751
C -1.421 2.159 -1.091 -1.2635
C -1.610 2.133 -2.611 -1.4282
N -0.891 0.978 -3.183 0.7977
C -1.723 -0.230 -3.183 -0.8054
C -0.795 -1.450 -3.123 -0.8270
C -0.435 1.320 -4.498 0.2619
C 0.936 1.975 -4.593 -0.7694
O -1.072 1.117 -5.509 -0.5778
N 0.897 2.677 -1.014 -1.0031
N 2.161 2.368 -0.673 1.3641
P 3.389 3.669 -0.991 -0.1349
C 3.717 3.645 -2.790 -1.0076
C 2.411 5.187 -0.629 0.6888
C 3.324 6.318 -0.118 -1.2717
H 5.697 -2.688 -3.224 0.3507
H 4.148 -2.533 -2.405 0.3074
H 5.535 -3.252 -1.576 0.2900
H 6.500 -0.712 -2.303 0.3561
H 5.994 -1.162 -0.704 0.3360
H 4.601 0.389 -2.819 0.2634
H 3.536 -0.518 -1.753 0.0148
H 4.047 -0.013 0.728 0.3728
H 4.208 1.719 0.925 0.4604
H 1.924 -2.204 2.673 0.2150
H 0.721 -1.155 2.621 0.2490
H 1.870 -3.064 0.626 0.2492
H -1.170 -0.234 1.126 0.3182
H -0.645 -1.307 -0.049 0.4630
H -1.604 3.137 -0.647 0.6120
H -2.121 1.460 -0.648 0.5656
H -1.188 3.046 -3.033 0.4489
H -2.679 2.075 -2.814 0.3836
H -2.414 -0.285 -4.025 0.5169
H -2.330 -0.267 -2.278 0.4008
H -1.372 -2.367 -3.033 0.3144
H -0.183 -1.460 -4.025 0.3852
H -0.117 -1.313 -2.281 -0.0816
H 1.317 1.745 -5.582 0.5051
H 0.805 3.058 -4.547 0.2679
H 1.595 1.606 -3.812 -0.1002
H 4.654 4.177 -2.944 0.4562
H 2.952 4.157 -3.377 0.3434
H 3.766 2.630 -3.175 0.1648
H 1.798 5.492 -1.475 0.4812
H 1.729 4.888 0.168 -0.7838
H 4.342 6.230 -0.492 0.3569
H 3.309 6.359 0.967 0.3360
H 2.907 7.262 -0.461 0.3882
C -1.093 6.611 4.959 -1.5316
C -1.844 5.266 4.765 1.6670
C -1.555 4.298 5.922 -1.4340
C -0.206 3.590 5.842 -0.6844
C -0.041 2.929 4.477 -1.3342
C -0.217 3.921 3.328 2.5995
N -1.499 4.678 3.433 0.4151
O -2.463 3.898 3.048 -0.6037
C 1.001 4.867 3.311 -2.4188
C -0.145 3.182 1.998 -2.1610
C -3.322 5.641 4.856 -1.8387
H -0.228 6.732 4.314 0.3174
H -1.738 7.456 4.715 0.4462
H -0.758 6.740 5.988 0.2970
H -2.334 3.529 5.947 0.3667
H -1.633 4.833 6.869 0.4629
H 0.609 4.291 6.041 0.3004
H -0.148 2.829 6.623 0.4305
H 0.944 2.459 4.409 0.4115
H -0.774 2.119 4.385 0.4327
H 0.880 5.651 2.559 0.4789
H 1.906 4.308 3.062 0.3616
H 1.200 5.338 4.270 0.5286
H -0.883 2.381 1.930 0.5767
H 0.838 2.722 1.880 0.1868
H -0.299 3.866 1.161 0.4227
H -3.625 6.266 4.016 0.4773
H -3.493 6.204 5.774 0.4231
H -3.973 4.769 4.885 0.3674
C -3.650 -6.698 0.834 -1.6635
C -3.378 -5.846 -0.434 1.9140
C -4.369 -6.190 -1.555 -1.4099
C -4.054 -7.475 -2.314 -0.4924
C -2.609 -7.457 -2.802 -1.1848
C -1.614 -7.229 -1.665 1.8057
N -1.953 -6.010 -0.861 0.1950
O -1.593 -4.959 -1.533 -0.3643
C -1.581 -8.494 -0.784 -1.9428
C -0.202 -7.125 -2.237 -1.9248
C -3.680 -4.413 0.001 -1.9496
H -2.932 -7.498 0.991 0.3577
H -3.586 -6.089 1.737 0.4622
H -4.643 -7.148 0.811 0.2979
H -4.386 -5.370 -2.281 0.3413
H -5.378 -6.245 -1.143 0.4338
H -4.247 -8.348 -1.686 0.2782
H -4.726 -7.563 -3.170 0.4037
H -2.379 -8.398 -3.306 0.4050
H -2.498 -6.671 -3.556 0.3320
H -0.946 -8.346 0.092 0.4068
H -1.171 -9.330 -1.349 0.4443
H -2.563 -8.818 -0.447 0.4109
H -0.115 -6.340 -2.987 0.3385
H 0.069 -8.062 -2.721 0.4432
H 0.528 -6.932 -1.449 0.4354
H -2.960 -4.065 0.745 0.4806
H -4.673 -4.374 0.449 0.4208
H -3.673 -3.713 -0.835 0.3284
```

Output
multiplicity: 3
E_HOMO (alpha / beta): -10.43 / -11.28 eV
electronic energy: -2501.0098 Ha
total charge: +1
gap between HOMO and LUMO (alpha / beta): 6.621 / 7.476 eV
strongest force on any atom: 2.83 eV/Å

---

> Which of these has the lowest strongest force on any atom?

C34H32N4O4RuS4

---

> What is the strongest force on any atom in the second record?

0.15 eV/Å

---

Please write out number 1 again, unchanged.
C2H4N2OS | ωB97M-V/def2-TZVPD

Geometry as XYZ:
```
10
Properties=species:S:1:pos:R:3:mulliken_charge:R:1
C 1.334 0.275 0.274 0.0203
N 1.080 -0.375 1.332 -0.3762
S -0.471 -1.231 1.366 -0.0399
C -1.333 -0.235 0.158 -0.2827
O -0.604 -0.188 -0.989 -0.2380
N 0.601 0.557 -0.951 -0.2753
H 2.259 0.829 0.312 0.3776
H -1.598 0.786 0.527 0.2768
H -2.330 -0.691 -0.189 0.2548
H 1.063 0.273 -1.840 0.2827
```

Output
multiplicity: 1
relative energy (zero: lowest compared OMol25 entry of this formula, charge and spin): 386.12 kJ/mol
structure (SMILES): C1=NSCON1
E_HOMO: -8.44 eV
electronic energy: -661.4385 Ha
gap between HOMO and LUMO: 9.226 eV
strongest force on any atom: 2.66 eV/Å

---

> The lowest electronic energy belongs to which entry?

C20H31As2FeS3Sb